[1]
ORCA calculation (wB97M-V/def2-TZVPD) on a molecular structure, C22H36BrNO6S2Sr at a distorted geometry.

```
69
Properties=species:S:1:pos:R:3:nbo_charge:R:1
Sr 0.20027 1.25910 0.01462 1.75
C 0.44857 -3.12720 1.29072 -0.09
C -0.66843 -2.95300 0.25712 -0.09
O -0.09403 -2.46480 -0.93528 -0.55
C -0.96923 -2.51330 -2.03728 -0.09
C -0.35343 -1.69190 -3.17368 -0.08
O -0.49453 -0.30810 -2.97168 -0.56
C -1.65813 0.25550 -3.53428 -0.09
C -1.85603 1.63180 -2.89528 -0.09
O -2.04593 1.56240 -1.50518 -0.58
C -3.36503 1.51950 -1.02078 -0.09
C -3.90743 0.10090 -0.77118 -0.08
O -3.23873 -0.62610 0.23372 -0.56
C -3.66913 -0.42620 1.56482 -0.09
C -2.68333 0.38320 2.42242 -0.11
O -1.37083 -0.12400 2.38942 -0.56
C -1.17313 -1.28270 3.15942 -0.10
C 0.31347 -1.64940 3.16582 -0.08
O 0.86977 -1.93170 1.90552 -0.55
H 1.31997 -3.51710 0.75232 0.20
H 0.13867 -3.85520 2.05352 0.17
H -1.43383 -2.25130 0.60752 0.20
H -1.12853 -3.93860 0.07272 0.17
H -1.95063 -2.10080 -1.76438 0.18
H -1.10623 -3.56010 -2.36168 0.17
H -0.79443 -1.98770 -4.13488 0.18
H 0.72037 -1.89330 -3.19008 0.21
H -2.53363 -0.38310 -3.35118 0.16
H -1.53493 0.36600 -4.62378 0.18
H -2.68453 2.16110 -3.38168 0.19
H -0.93223 2.19840 -3.04818 0.22
H -4.05243 2.02820 -1.71028 0.18
H -3.35133 2.07270 -0.07588 0.23
H -3.80203 -0.51100 -1.67258 0.18
H -4.97873 0.17810 -0.53568 0.17
H -3.79263 -1.42860 1.99722 0.18
H -4.64203 0.07380 1.58872 0.18
H -3.06503 0.39180 3.45422 0.17
H -2.59723 1.41150 2.06122 0.24
H -1.76683 -2.12160 2.76882 0.16
H -1.48253 -1.09570 4.19882 0.18
H 0.45157 -2.50220 3.85192 0.17
H 0.88337 -0.79140 3.53332 0.20
C 5.06657 -3.24510 0.62332 -0.63
C 4.46587 -2.36080 -0.42258 -0.05
C 4.91077 -2.37810 -1.74468 -0.16
C 4.32417 -1.52990 -2.66678 -0.26
C 3.31697 -0.68820 -2.21588 0.14
Br 2.49297 0.50840 -3.43828 0.08
N 2.88367 -0.65330 -0.97668 -0.47
C 3.44517 -1.47280 -0.10168 0.04
H 6.12427 -3.40420 0.42952 0.22
H 4.57397 -4.21770 0.63592 0.22
H 4.95417 -2.79900 1.60782 0.22
H 5.72107 -3.02970 -2.04508 0.22
H 4.64657 -1.49750 -3.69548 0.24
H 3.05027 -1.40880 0.90222 0.21
C 2.27417 5.53050 1.12482 -0.65
C 1.13857 4.62960 0.69592 -0.19
S 1.51817 3.65510 -0.69758 -0.67
C -0.02223 4.58050 1.38392 -0.20
C -0.30123 5.46490 2.57392 -0.64
S -1.30023 3.44770 1.07032 -0.69
H 3.17087 5.25330 0.57372 0.22
H 2.47397 5.43020 2.19392 0.20
H 2.06237 6.57990 0.90502 0.20
H 0.30987 6.36490 2.57012 0.20
H -0.11893 4.92180 3.50592 0.20
H -1.35073 5.76030 2.55922 0.21
```

Output
Orbital gap (eV): 5.4
Charge: 0
Molecular weight (g/mol): 642.19
Strongest force on any atom (eV/Å): 1.16
HOMO energy (eV): -5.1
Relative energy (zero: lowest compared OMol25 entry of this formula, charge and spin) (eV): 1.794
E (eV): -129721.033



[2]
ORCA calculation (wB97M-V/def2-TZVPD) on a molecular structure, C22H36CaI2NO6SSbSi3 at a distorted geometry.

```
73
Properties=species:S:1:pos:R:3:lowdin_charge:R:1
Ca -1.28593 1.80500 0.93109 1.00
O -2.67596 5.83374 0.87082 0.08
C -2.38159 4.59640 1.29775 -0.56
O -2.92421 3.62722 0.80205 -0.01
C -1.74300 4.57675 2.66447 -0.13
O -1.31864 3.27495 2.95616 -0.21
C -0.06831 3.18966 3.66431 -0.10
C 1.13226 2.76078 2.78415 -0.69
O 2.21679 3.25475 3.09518 -0.01
O 0.85275 1.91106 1.89344 -0.17
H -3.17488 5.71645 0.04822 0.13
H -2.54673 4.89981 3.34245 0.15
H -0.92028 5.28969 2.70411 0.12
H -0.20266 2.41876 4.42758 0.13
H 0.14269 4.14109 4.15375 0.12
I 0.51082 7.35307 0.19589 0.88
C 0.11593 5.89660 -1.22712 -0.65
C 0.27543 6.22466 -2.58091 -0.26
C 0.11853 5.29420 -3.57040 -0.69
I 0.36158 5.88660 -5.56070 0.83
C -0.20007 3.94575 -3.23391 -0.22
C -0.32311 2.88915 -4.16460 -0.06
C -0.60085 1.62482 -3.73192 -0.04
C -0.77667 1.40382 -2.35062 -0.13
N -0.67727 2.36762 -1.46590 0.06
C -0.38865 3.62747 -1.87553 -0.13
C -0.22659 4.60416 -0.79670 -0.43
O -0.38757 4.24858 0.40293 -0.13
H 0.53606 7.24473 -2.83258 0.06
H -0.18158 3.09800 -5.21717 0.05
H -0.68331 0.79022 -4.41455 0.10
H -0.99098 0.40762 -1.97876 0.04
S -2.35143 -0.49793 1.31849 -0.38
C 1.09357 -2.86016 -3.24004 -0.28
Si 1.82923 -2.85030 -1.46395 0.34
C 3.33102 -1.67483 -1.66494 -0.28
C 2.65885 -4.58899 -1.37835 -0.28
Sb -0.21502 -1.57162 0.05591 0.62
Si 1.08521 -2.07537 2.18546 0.27
C 1.48865 -3.91912 2.36108 -0.23
C 2.70378 -1.12168 2.15787 -0.22
C 0.11777 -1.54133 3.70718 -0.25
Si -1.77027 -3.57796 -0.02014 0.23
C -3.21984 -3.09266 -1.12544 -0.26
C -2.43668 -4.10607 1.66315 -0.25
C -0.97639 -5.13118 -0.75893 -0.25
H 1.82201 -3.17866 -3.99447 0.01
H 0.75091 -1.85516 -3.50733 0.00
H 0.22401 -3.52085 -3.30556 -0.01
H 3.86159 -1.85039 -2.60819 0.01
H 4.05006 -1.79854 -0.85095 0.00
H 3.00784 -0.63053 -1.64907 0.01
H 3.30959 -4.79001 -2.23809 0.00
H 1.89997 -5.37377 -1.34405 -0.01
H 3.27005 -4.68210 -0.47599 0.00
H 2.06724 -4.26375 1.50358 -0.01
H 0.57712 -4.51862 2.40777 0.00
H 2.06348 -4.11149 3.27358 0.02
H 3.34500 -1.43602 1.33195 0.00
H 3.24470 -1.28073 3.09693 0.02
H 2.52201 -0.05058 2.04191 0.02
H -0.73863 -2.19199 3.89398 0.01
H -0.28753 -0.54014 3.56092 -0.01
H 0.78113 -1.55140 4.57964 0.02
H -3.65772 -2.17877 -0.72035 -0.02
H -3.98084 -3.87875 -1.16223 0.01
H -2.87313 -2.89570 -2.14298 0.01
H -2.78964 -3.23255 2.21179 -0.02
H -1.67080 -4.61167 2.25496 0.00
H -3.27004 -4.80157 1.51350 0.02
H -0.59803 -4.97001 -1.76886 0.00
H -1.71659 -5.93939 -0.78836 0.02
H -0.13621 -5.46084 -0.14435 0.01
```

Output
Orbital gap (eV): 3.7
Charge: -2
Molecular weight (g/mol): 942.50
Strongest force on any atom (eV/Å): 1.08
HOMO energy (eV): -0.4
E (eV): -112827.561



[3]
ORCA calculation (wB97M-V/def2-TZVPD) on 2 unconnected molecules or ions with the total composition C22H36Cl2N3O at a distorted geometry.

```
64
Properties=species:S:1:pos:R:3:nbo_charge:R:1
C -3.28269 -3.39287 -1.79021 -0.26
O -1.98840 -3.85274 -1.38711 -0.53
C -0.96242 -2.99101 -1.74039 0.11
N -0.03213 -2.94775 -0.60661 -0.55
C 1.15962 -2.39820 -0.66439 0.71
N 1.62656 -1.82151 -1.79581 -0.60
C 2.16364 -0.44690 -1.68498 -0.21
C 3.11069 -0.43012 -0.49239 -0.41
C 2.31844 -0.90798 0.72498 -0.03
C 3.00247 -0.75615 2.06936 -0.43
C 2.01912 -0.74236 3.25239 -0.38
C 0.99333 0.39484 3.20434 -0.23
C 1.69727 1.76627 3.17451 -0.62
C 0.02540 0.29240 4.39766 -0.38
C -1.46358 0.55937 4.08499 -0.44
C -1.74428 1.89484 3.43621 -0.19
C -1.51635 2.26429 2.16954 0.02
C -1.45158 1.30184 1.00959 -0.65
C -1.32123 3.71364 1.80207 -0.64
N 1.98504 -2.34756 0.42991 -0.59
H -3.82651 -4.23361 -2.21779 0.21
H -3.17810 -2.60654 -2.53440 0.19
H -3.84566 -3.03246 -0.92698 0.19
H -1.32523 -1.97678 -1.93762 0.18
H -0.43392 -3.38983 -2.61369 0.18
H -0.35047 -3.37148 0.25395 0.43
H 1.07481 -2.00089 -2.62561 0.42
H 1.36334 0.28318 -1.53844 0.20
H 2.69776 -0.21123 -2.60379 0.23
H 3.54925 0.55207 -0.31935 0.24
H 3.91180 -1.15147 -0.67081 0.23
H 1.36896 -0.35800 0.71077 0.18
H 3.60973 0.14863 2.07831 0.23
H 3.66424 -1.61786 2.20321 0.23
H 1.49378 -1.70201 3.33104 0.19
H 2.61220 -0.63477 4.16561 0.22
H 0.38082 0.28915 2.31315 0.19
H 1.14382 2.50429 3.75182 0.23
H 2.68810 1.67496 3.63069 0.21
H 1.83655 2.13669 2.15542 0.20
H 0.06027 -0.72930 4.79318 0.20
H 0.35983 0.93859 5.21365 0.21
H -1.97477 0.55468 5.05126 0.22
H -1.89212 -0.28120 3.52719 0.20
H -2.17863 2.65219 4.08521 0.21
H -2.26889 1.52690 0.31910 0.23
H -0.51723 1.41034 0.44233 0.19
H -1.51863 0.26201 1.33273 0.21
H -0.43894 3.79585 1.16123 0.21
H -1.13444 4.30297 2.69893 0.23
H -2.18059 4.12744 1.26762 0.22
H 1.52448 -2.76693 1.23274 0.38
Cl -3.02075 -1.11498 -4.39795 0.03
C -1.90433 0.19644 -4.60729 -0.07
C -0.53742 -0.01750 -4.71683 -0.06
Cl 0.13467 -1.62041 -4.66715 0.01
C 0.32528 1.05619 -4.87936 -0.22
C -0.17717 2.34520 -4.93147 -0.19
C -1.54419 2.56100 -4.82341 -0.19
C -2.40517 1.48905 -4.66154 -0.20
H 1.38758 0.87605 -4.97066 0.23
H 0.49883 3.17884 -5.06077 0.23
H -1.94291 3.56475 -4.86865 0.23
H -3.47111 1.64810 -4.57941 0.24
```

Output
Orbital gap (eV): 8.4
Charge: +1
Molecular weight (g/mol): 429.46
Strongest force on any atom (eV/Å): 1.28
HOMO energy (eV): -10.9
E (eV): -54954.485



[4]
ORCA calculation (wB97M-V/def2-TZVPD) on 8 unconnected molecules or ions with the total composition C22H36F30N8O23S10 at a distorted geometry.

```
129
Properties=species:S:1:pos:R:3:lowdin_charge:R:1
C 1.28836 1.49924 -7.42651 -0.03
C 0.75605 2.34250 -6.27911 -0.30
C 0.10090 3.63361 -6.74720 -0.19
O 1.20590 4.41865 -7.15749 -0.18
C 0.84106 5.75602 -7.44340 -0.09
N -0.28690 1.46067 -5.58414 0.21
H 0.21056 0.68119 -5.11193 0.07
H -0.78548 2.01731 -4.86445 0.08
H -1.05552 1.16500 -6.18541 0.16
H 0.59058 1.42033 -8.25877 0.09
H 1.73989 0.57473 -7.06596 0.08
H 2.17178 1.98443 -7.85258 0.10
H 1.54754 2.58189 -5.57780 0.12
H -0.44901 4.16118 -5.96379 0.10
H -0.55117 3.46741 -7.61288 0.14
H 0.31496 6.19718 -6.59524 0.09
H 0.17980 5.73328 -8.32108 0.09
H 1.68185 6.35699 -7.77979 0.09
C -4.90761 5.22510 0.15635 -0.02
C -4.71148 4.64871 1.56759 -0.28
C -3.25488 4.73522 2.06168 -0.22
O -3.20889 3.93351 3.19704 -0.18
C -1.86074 3.80566 3.69633 -0.04
N -5.62969 5.41079 2.53236 0.23
H -5.06380 5.77900 3.30422 0.17
H -5.91701 6.29013 2.09692 0.16
H -6.41557 4.83601 2.81925 0.17
H -4.58863 4.43228 -0.52134 0.08
H -4.25091 6.07751 -0.02700 0.10
H -5.93394 5.51904 -0.06123 0.09
H -5.09917 3.63340 1.60517 0.15
H -3.05106 5.78809 2.31093 0.14
H -2.71419 4.48050 1.14334 0.12
H -1.23079 3.33699 2.92352 0.09
H -1.94141 3.08102 4.49774 0.10
H -1.32180 4.75260 3.78480 0.10
C -2.54670 1.55726 0.13267 -0.02
C -1.30697 0.76417 -0.13992 -0.31
C -1.25203 -0.58150 0.52007 -0.22
O -0.25498 -1.41964 0.04757 -0.19
C -0.26530 -2.75868 0.51874 -0.05
N -1.14702 0.60464 -1.61871 0.22
H -0.22679 0.24916 -1.91677 0.11
H -1.86241 0.04134 -2.08538 0.13
H -1.18905 1.53308 -2.07632 0.09
H -2.51106 2.61200 -0.14433 0.05
H -2.76273 1.55469 1.20275 0.10
H -3.39055 1.13677 -0.42209 0.10
H -0.35806 1.25980 0.07939 0.14
H -2.26075 -1.03373 0.45013 0.14
H -1.11012 -0.53218 1.60759 0.14
H -0.47317 -2.74650 1.59291 0.09
H 0.67791 -3.22509 0.26327 0.10
H -1.08639 -3.33196 0.07543 0.09
C 2.53121 -3.92070 3.06282 -0.68
F 1.57823 -3.33625 3.79985 0.11
F 2.05206 -4.54079 2.00173 0.14
F 3.31536 -2.90936 2.65476 0.11
S 3.43829 -5.16497 4.11292 0.63
O 2.37288 -5.95788 4.67828 -0.29
O 4.38915 -5.84854 3.26340 -0.30
N 4.23008 -4.12550 5.15079 -0.30
S 5.02662 -5.00455 6.17189 0.54
O 4.24191 -5.94446 6.93942 -0.32
O 6.31017 -5.51417 5.71490 -0.33
C 5.48229 -3.69013 7.46534 -0.69
F 6.06172 -2.61956 6.93411 0.13
F 4.35510 -3.36388 8.09335 0.12
F 6.33368 -4.21344 8.34433 0.12
C 0.89508 3.70418 -2.28450 -0.64
F 1.53570 4.83418 -2.08369 0.19
F 1.42992 3.04359 -3.30909 0.15
F 0.91155 2.91576 -1.21560 0.16
S -0.92045 4.21462 -2.64165 0.65
O -1.52353 4.32540 -1.34372 -0.31
O -0.78260 5.42528 -3.41187 -0.27
N -1.63138 2.89172 -3.40858 -0.34
S -2.92797 3.52436 -3.99292 0.55
O -3.80827 4.22398 -3.07454 -0.30
O -2.80885 4.18046 -5.26787 -0.28
C -3.90727 1.94143 -4.38667 -0.62
F -3.65613 1.54621 -5.64058 0.13
F -3.55240 0.90840 -3.57841 0.09
F -5.20533 2.16196 -4.21956 0.15
C 2.68627 -0.50099 -2.08358 -0.66
F 3.87632 -0.02482 -1.81063 0.20
F 2.56119 -1.70104 -1.57953 0.19
F 1.78245 0.36230 -1.59360 0.10
S 2.36640 -0.62787 -3.96321 0.65
O 2.75255 0.60950 -4.59562 -0.30
O 3.16386 -1.74565 -4.33264 -0.25
N 0.67773 -0.73506 -4.03898 -0.33
S 0.37002 -2.19721 -4.58334 0.55
O 0.58467 -2.38210 -5.99691 -0.28
O 0.90068 -3.23868 -3.75739 -0.26
C -1.46979 -2.20747 -4.19823 -0.65
F -1.75956 -2.10673 -2.90524 0.14
F -2.11248 -1.21054 -4.86269 0.08
F -2.00870 -3.32890 -4.66658 0.15
C -1.87392 -5.76479 2.56412 -0.67
F -3.02852 -5.73883 3.22989 0.12
F -2.15627 -5.47626 1.29549 0.12
F -1.04566 -4.85341 3.06510 0.12
S -1.04996 -7.46699 2.76630 0.65
O -1.72136 -8.32481 1.80396 -0.32
O 0.35707 -7.25952 2.55370 -0.28
N -1.41293 -7.68197 4.39531 -0.29
S -2.11869 -9.05219 4.50733 0.53
O -3.53967 -9.03893 4.21624 -0.33
O -1.42014 -10.18410 3.93262 -0.32
C -2.00345 -9.46966 6.34388 -0.67
F -0.73111 -9.65311 6.66091 0.14
F -2.55758 -8.50201 7.10272 0.10
F -2.74934 -10.55553 6.58107 0.11
C 6.39447 1.34761 4.99271 -0.69
F 5.52319 1.61396 5.96754 0.12
F 7.51520 2.02985 5.12200 0.15
F 6.64568 0.05370 5.04186 0.15
S 5.54573 1.70778 3.32489 0.62
O 5.49575 3.15257 3.25535 -0.32
O 6.34362 1.04978 2.33145 -0.29
N 4.12586 0.89807 3.57605 -0.27
S 3.08521 1.65769 2.70065 0.54
O 2.55814 2.83349 3.38275 -0.34
O 3.41485 1.81504 1.30033 -0.32
C 1.58895 0.52441 2.74609 -0.66
F 1.78015 -0.61631 2.09110 0.14
F 1.29375 0.21475 4.00377 0.14
F 0.52911 1.18683 2.23722 0.08
```

Output
Orbital gap (eV): 3.8
Charge: -2
Molecular weight (g/mol): 1671.17
Strongest force on any atom (eV/Å): 4.85
HOMO energy (eV): -3.8
Relative energy (zero: lowest compared OMol25 entry of this formula, charge and spin) (eV): 0.000
E (eV): -272280.587



Question: Which formula does entry 1 have?
Answer: C22H36BrNO6S2Sr